ORCA calculation (ωB97M-V/def2-TZVPD) on C15H18F2InNO3PSi as an isolated structure.

Structure (XYZ):
```
42
Properties=species:S:1:pos:R:3:forces:R:3
In 1.749887 4.907442 1.915860 1.130 0.945 2.037
P 2.517351 -0.881280 -2.365592 0.210 0.082 -0.449
Si -1.798416 0.380734 1.554706 -1.006 0.286 -0.195
F 1.740289 -2.655057 1.939425 0.237 -0.118 0.148
F 3.121355 -1.427080 0.755888 0.109 0.061 -0.095
O 1.429311 -3.466624 -3.693035 0.151 0.299 -1.434
O 0.536438 -4.236449 -1.775487 0.274 -0.335 -0.643
O 0.533880 -4.646263 0.454940 -0.609 -1.100 0.746
N 3.310519 -1.154129 -3.781961 -0.540 -0.167 0.095
C -1.195696 1.698338 0.320074 0.511 0.119 1.001
C 0.213616 3.665920 -0.091675 -0.252 -0.608 -0.072
C 1.737434 -2.288717 -1.644097 0.253 0.738 0.524
C 1.233466 -3.347943 -2.542090 -0.584 -0.840 1.048
C -1.075699 2.687973 -1.885553 -0.201 -0.199 -0.131
C 0.922417 -0.639120 1.039133 -0.478 -0.090 0.152
C -0.274289 2.701847 0.757969 0.114 0.312 0.063
C 0.794363 -3.979517 -0.458288 0.255 1.156 0.324
C 1.501487 -2.629984 -0.382862 0.072 -0.030 -0.386
C 1.831917 -1.862297 0.877821 -0.212 0.127 0.158
C -3.419459 -0.273355 0.895429 0.291 -0.029 -0.055
C -1.594605 1.745656 -1.019434 0.190 -0.031 -0.433
C -0.162347 3.643322 -1.437944 -0.247 0.106 -0.296
C -2.075273 1.092988 3.255597 0.541 -0.027 -0.334
C -0.477701 -1.028014 1.510718 0.714 0.029 -0.391
H -0.868110 -1.826948 0.886283 -0.386 -0.050 -0.100
H 0.913072 4.448278 0.234320 -0.928 -0.639 -1.421
H 3.274700 -2.152192 -4.058145 0.388 0.050 -0.138
H 1.376198 0.038700 1.753767 0.366 -0.020 0.147
H 1.546816 0.115437 -2.678815 0.247 -0.163 0.139
H 3.437950 -0.300052 -1.471155 -0.013 0.002 0.034
H -3.287308 -1.068846 0.172648 -0.054 -0.192 -0.196
H -4.024026 -0.655042 1.712169 -0.006 -0.165 0.234
H -0.423080 -1.402950 2.526586 -0.094 -0.104 0.283
H -1.387491 2.684041 -2.917138 -0.028 0.112 -0.178
H 0.011257 2.690935 1.803674 0.035 -0.014 0.180
H -1.290778 1.729707 3.650775 0.126 0.059 0.134
H -3.996217 0.522299 0.436764 -0.103 0.211 -0.114
H -2.298755 1.010286 -1.368596 -0.233 -0.065 -0.212
H -3.000931 1.657717 3.232613 -0.218 0.147 -0.049
H 0.901073 -0.134606 0.075358 -0.055 0.163 -0.187
H -2.207759 0.257168 3.934192 -0.033 -0.171 0.216
H 0.223143 4.377677 -2.124839 0.068 0.153 -0.155
```
Positions in Å, forces in eV/Å.

ΔE to the lowest compared entry with this formula, charge and spin = 0.0 kcal/mol
max |F| = 2.514 eV Å⁻¹
lowest unoccupied orbital energy = -16.07 eV
HOMO = -0.6756 Ha
orbital gap = 2.3 eV
total charge = +3

ORCA calculation (ωB97M-V/def2-TZVPD) on C16H28O26S5 as an isolated structure.

Structure (XYZ):
```
75
Properties=species:S:1:pos:R:3:forces:R:3
S 10.209954 15.261074 16.230601 -0.683 1.954 1.564
S 11.294585 8.440873 7.569339 -0.263 -0.854 -2.177
S 7.189300 14.184303 12.658475 -1.155 2.100 5.677
S 15.787490 16.984634 14.772757 1.228 -3.532 3.370
S 10.778117 19.166830 11.214374 -1.710 -3.014 -2.255
O 11.947860 16.847185 8.171692 0.192 -1.088 -0.053
O 13.396446 17.937886 9.397342 0.112 0.704 0.832
O 9.806385 13.768582 16.088376 -0.679 -0.434 -0.497
O 12.995878 15.810021 9.885820 0.852 -3.840 2.334
O 13.135928 12.939059 10.886074 -0.378 0.555 -0.012
O 7.373524 15.574005 12.369101 -0.361 -0.626 -0.354
O 11.477146 14.204043 11.684740 0.379 0.168 -0.316
O 10.148819 8.592850 6.662614 1.976 -0.486 1.653
O 16.063105 17.122830 13.248540 -0.699 0.897 -0.995
O 15.205763 15.657486 15.003689 0.242 2.027 -0.732
O 10.128900 19.616243 10.021692 0.207 0.224 0.510
O 8.486355 13.462446 12.258739 0.366 -0.961 -0.672
O 12.265924 9.747363 7.262832 -2.202 -0.642 1.904
O 11.063493 17.524842 10.968268 -2.288 1.908 1.555
O 6.801946 13.855023 14.049073 0.901 0.482 -2.865
O 6.150334 13.486617 11.748985 -0.463 0.127 0.748
O 14.708931 18.091281 14.981997 -0.936 0.305 -2.302
O 10.927907 15.721498 15.111920 0.611 -0.122 -0.985
O 9.798379 19.139197 12.430460 -0.729 -1.707 -0.437
O 10.774789 8.745316 9.058105 0.592 2.005 -1.295
O 11.163862 13.183827 9.750073 0.808 -0.357 0.476
O 8.722781 15.892254 16.102612 0.061 -0.944 0.513
O 11.977226 19.667254 11.659663 3.367 2.170 0.984
O 10.697888 15.536881 17.548412 -0.253 -0.511 -0.636
O 16.977192 17.261818 15.545580 -1.450 0.383 -1.358
O 12.092174 7.240285 7.626950 -1.057 1.640 -0.231
C 13.221560 18.743590 8.216676 0.625 -0.874 -0.465
C 8.168807 12.313313 11.430937 -0.006 -1.898 1.649
C 10.681198 10.227560 9.083796 -0.126 0.034 -0.615
C 11.903033 13.430969 10.677016 -1.003 -0.057 -0.418
C 9.013345 17.857899 12.218735 -0.830 1.585 -1.036
C 6.826945 12.689043 10.820187 0.699 -0.127 -1.374
C 7.827394 15.000834 16.817334 0.002 -0.708 -0.098
C 8.499240 13.581269 16.719080 0.052 0.333 0.144
C 12.514046 14.356675 12.636770 0.021 -1.140 1.890
C 12.824883 16.720581 9.214838 -1.759 5.271 -3.285
C 13.936534 18.233612 13.627270 0.670 -0.105 1.645
C 11.452608 10.861732 7.881902 1.485 -1.468 0.127
C 11.998829 18.149680 7.541417 0.037 -0.952 0.027
C 14.794282 17.457651 12.588168 1.044 1.244 -1.077
C 10.053276 16.858074 11.840631 1.874 0.005 0.106
C 13.740053 13.675807 11.990233 -1.145 -0.039 0.133
H 12.162668 13.854622 13.571306 0.426 0.244 -0.664
H 12.171391 11.600614 8.198355 0.049 0.096 0.113
H 15.068631 18.094419 11.702136 -0.270 -0.402 1.067
H 10.804874 11.260886 7.123889 -0.358 0.013 -0.221
H 8.272932 18.066566 11.402038 0.744 -0.206 0.636
H 9.706159 16.005126 11.315864 -0.528 -0.588 -0.446
H 10.634741 16.529826 12.702158 -0.323 -0.041 0.187
H 6.159238 11.893890 10.578764 -0.073 -0.788 -0.242
H 12.214899 17.985625 6.463862 -0.555 0.240 0.636
H 9.075672 12.189068 10.816502 -0.856 -0.054 -0.193
H 8.463211 17.664241 13.118462 0.123 -0.145 0.464
H 7.892832 12.909371 16.123512 0.295 -0.030 -0.301
H 12.938998 17.809719 13.794768 0.367 0.098 -0.067
H 6.968910 13.336747 9.997356 0.287 0.305 -1.452
H 7.705502 15.262751 17.875080 0.248 0.342 -0.332
H 14.154901 18.497589 7.721942 -0.088 0.325 -0.986
H 11.014796 18.633704 7.742763 0.955 -0.096 -0.217
H 14.337239 14.469705 11.573620 0.753 -0.251 -0.170
H 7.980001 11.391682 12.106835 0.697 1.444 -0.889
H 13.164979 19.818329 8.286668 -0.070 0.210 1.112
H 9.678369 10.611794 8.970780 -0.642 -0.607 0.126
H 14.385120 16.561371 12.138392 -0.429 -0.174 0.503
H 11.029044 10.508540 10.048277 0.643 0.262 0.562
H 6.843554 15.000543 16.317892 0.679 0.141 0.075
H 13.886258 19.326280 13.506245 0.067 -0.675 -0.243
H 14.247311 12.949569 12.637892 0.019 0.533 -0.306
H 12.680595 15.390799 12.927966 -0.045 0.113 -0.428
H 8.740556 13.133791 17.672380 -0.346 0.057 0.379
```
Positions in Å, forces in eV/Å.

ΔE to the lowest compared entry with this formula, charge and spin = 8.1 kcal/mol
max |F| = 6.455 eV Å⁻¹
lowest unoccupied orbital energy = -0.06 eV
HOMO = -0.3934 Ha
orbital gap = 10.7 eV

ORCA calculation (ωB97M-V/def2-TZVPD) on an isolated ion of composition CH3N2OS and charge -1.

Structure (XYZ):
```
8
Properties=species:S:1:pos:R:3:forces:R:3
S -0.847417 1.833570 -1.912998 -0.542 0.546 -1.033
O 0.952185 0.061875 -1.425946 -0.940 1.139 -0.265
N -0.119475 0.772700 -0.913832 4.810 -0.429 -4.128
N -0.630567 0.457316 0.168955 -3.849 -0.450 6.390
C -0.003400 -0.576388 0.942683 2.051 -0.693 -2.076
H -0.762057 -1.321256 1.271342 0.587 0.669 0.325
H 0.667821 -1.017603 0.095231 -0.616 -0.263 1.890
H 0.742909 -0.210214 1.774565 -1.502 -0.520 -1.103
```
Positions in Å, forces in eV/Å.

ΔE to the lowest compared entry with this formula, charge and spin = 24.2 kcal/mol
max |F| = 7.474 eV Å⁻¹
lowest unoccupied orbital energy (spin up / spin down) = 4.08 / 2.47 eV
HOMO (spin up / spin down) = -0.0274 / -0.1326 Ha
orbital gap (spin up / spin down) = 4.8 / 6.1 eV
⟨S²⟩ = 2.010
spin multiplicity = 3
total charge = -1